{
  "formula": "C13H35BeFO18P3S2",
  "method": "ωB97M-V with the def2-TZVPD basis set",
  "orbital_gap_ev": 6.04,
  "spin_multiplicity": 1,
  "relative_energy_ev": 1.684,
  "charge": -1,
  "e_homo_ev": -3.8,
  "species": ["Be", "S", "O", "O", "O", "O", "F", "C", "C", "C", "S", "O", "O", "C", "H", "H", "H", "H", "H", "H", "H", "H", "C", "O", "P", "O", "O", "C", "O", "C", "H", "H", "H", "H", "H", "H", "H", "H", "H", "C", "O", "P", "O", "O", "C", "O", "C", "H", "H", "H", "H", "H", "H", "H", "H", "H", "C", "O", "P", "O", "O", "C", "O", "C", "H", "H", "H", "H", "H", "H", "H", "H", "H"],
  "coordinates": [[0.093454, -0.414572, -0.668428], [-0.357036, -0.952742, -3.568518], [-0.750046, -1.856102, -2.494788], [-1.527866, -0.293132, -4.231148], [0.521594, 0.047568, -3.008968], [0.181594, -1.715612, -4.710938], [-0.082526, -1.651192, 1.540762], [4.134604, -1.252322, 2.960682], [3.375004, -0.933142, 4.231492], [2.130134, -0.141562, 3.853052], [2.549934, 1.005158, 2.539272], [2.946574, 2.259268, 3.136292], [1.506774, 1.014638, 1.487522], [3.925984, -0.110672, 1.912702], [3.679554, -2.193312, 2.651532], [5.148514, -1.646052, 3.031802], [3.912754, -0.248812, 4.887702], [3.266724, -1.824302, 4.849722], [1.584954, 0.523328, 4.522972], [1.437524, -0.805982, 3.336402], [4.843704, 0.448898, 1.731652], [3.528514, -0.516022, 0.982212], [-4.912486, -0.209602, -1.909418], [-5.027916, 0.484588, -0.659908], [-3.832766, 0.395028, 0.469112], [-2.587736, -0.221312, -0.139558], [-3.698556, 1.928158, 0.943132], [-4.605826, 2.568968, 1.771602], [-4.403216, -0.319972, 1.830692], [-4.116586, -1.643752, 2.170902], [-5.865666, -0.672712, -2.164528], [-4.151576, -0.988232, -1.962708], [-4.715016, 0.628198, -2.578148], [-4.858386, 3.537128, 1.339172], [-4.153326, 2.703948, 2.754002], [-5.478626, 1.925938, 1.884872], [-4.159356, -1.812532, 3.246912], [-3.173236, -2.003622, 1.760192], [-4.929936, -2.229622, 1.742742], [0.991484, 4.140988, -2.133898], [-0.309706, 4.323278, -1.873038], [-1.095156, 3.474068, -0.792248], [-0.627926, 2.023278, -0.557938], [-1.185256, 4.499758, 0.568102], [-0.523866, 4.125408, 1.797072], [-2.626296, 3.494388, -1.260448], [-2.976886, 3.648128, -2.655248], [1.378244, 3.304358, -1.552048], [1.662944, 4.999088, -2.163758], [1.036074, 3.701138, -3.130218], [0.053584, 3.215348, 1.634432], [-1.277696, 3.946518, 2.563772], [0.109004, 4.950148, 2.124772], [-4.008346, 3.984198, -2.761258], [-2.927196, 2.714018, -3.214768], [-2.345516, 4.408688, -3.114618], [2.255174, -3.346082, -3.346248], [2.626654, -4.036832, -2.183808], [2.581804, -3.275432, -0.685218], [2.114714, -1.840632, -0.693228], [1.693224, -4.333642, 0.134142], [0.278044, -4.250882, -0.044128], [4.119944, -3.417792, -0.155008], [5.190974, -2.848132, -0.972778], [2.091944, -2.268752, -3.317258], [1.371074, -3.751042, -3.838668], [2.875514, -3.458252, -4.235458], [-0.003666, -4.398952, 0.998372], [-0.190166, -5.143442, -0.459128], [-0.149366, -3.352812, -0.490098], [4.910714, -2.106692, -1.720998], [5.621614, -3.649622, -1.572988], [5.904124, -2.287752, -0.368218]],
  "atomic_forces_ev_per_a": [[-0.6, -1.6, -1.1], [-4.3, -0.5, -6.9], [-0.1, -0.9, 3.9], [0.0, 0.5, 2.0], [2.7, 2.3, 3.5], [1.9, -0.4, 1.0], [0.2, 1.1, -1.7], [-0.8, -0.5, -0.9], [0.9, 1.7, 1.5], [-1.1, -0.5, -1.1], [-0.5, -2.0, -1.7], [0.4, 0.0, -0.2], [1.5, 0.4, 1.4], [0.0, -0.1, 0.4], [-0.6, 0.2, -0.9], [0.4, 1.0, 0.5], [0.6, 0.0, 0.0], [-0.7, 0.0, -0.2], [0.3, -0.5, 0.7], [-0.5, -0.1, 0.0], [-0.2, 0.2, 0.0], [0.0, 0.2, -0.1], [-0.1, 0.5, -0.6], [0.9, -0.5, 2.7], [1.6, -0.7, -1.6], [-2.2, 1.2, 1.6], [1.1, -2.0, -1.2], [-0.8, 0.0, 0.7], [0.4, 2.4, -1.4], [-0.4, -1.7, -0.5], [-0.2, 0.2, 0.2], [0.3, 0.4, 0.2], [0.2, -0.7, -0.6], [-0.1, -0.1, 0.0], [0.0, 0.1, 0.1], [-0.3, 0.4, 0.2], [0.2, 0.5, 0.0], [0.2, 0.2, 0.1], [0.1, -0.4, 0.0], [3.4, -2.4, -1.9], [-3.7, 1.0, 1.4], [-0.8, -2.5, 2.4], [-0.2, 3.5, -0.3], [0.3, -1.9, -2.3], [-0.1, -0.3, -0.3], [0.9, 0.7, -0.3], [-0.1, 0.1, -0.5], [0.5, 0.3, 0.5], [-0.5, 0.4, 0.6], [0.2, 0.2, -0.4], [0.1, 0.0, 0.2], [-0.1, -0.1, -0.1], [0.1, 0.0, -0.2], [0.0, 0.1, 0.6], [0.5, -0.2, 0.3], [0.0, -0.2, 0.0], [-1.2, 0.8, -2.7], [0.6, 1.3, 2.7], [-0.6, -0.1, -2.2], [0.2, -1.4, 0.0], [2.5, 1.3, -1.2], [-1.5, -0.9, 1.9], [-1.0, 0.4, -0.4], [-0.4, 0.0, -0.6], [-0.1, -0.1, 0.9], [-0.7, 0.0, 1.0], [1.5, -0.4, 0.6], [-0.7, 1.0, 0.0], [0.9, -0.1, -1.0], [0.5, 0.0, 0.1], [-1.0, 0.0, 0.1], [0.3, -0.1, 0.5], [0.0, -0.7, 0.5]]
}

---

{
  "formula": "C13H35N2O7Zn",
  "method": "ωB97M-V with the def2-TZVPD basis set",
  "orbital_gap_ev": [8.68, 7.16],
  "spin_multiplicity": 2,
  "e_homo_ev": [-8.8, -9.1],
  "s_squared": 0.7513,
  "species": ["Zn", "O", "C", "O", "O", "H", "C", "C", "C", "O", "H", "H", "H", "H", "H", "H", "H", "H", "C", "C", "C", "O", "C", "N", "H", "H", "H", "H", "H", "H", "H", "H", "H", "H", "H", "C", "C", "C", "O", "C", "N", "H", "H", "H", "H", "H", "H", "H", "H", "H", "H", "H", "C", "O", "H", "H", "H", "H"],
  "coordinates": [[1.380540, -3.669120, -0.276194], [-1.159410, -1.956300, 2.002506], [-0.294430, -2.575200, 1.125226], [0.573050, -1.946030, 0.505026], [-0.191680, -3.802820, 1.024556], [-0.819020, -1.101770, 1.727736], [2.047190, 1.241490, 3.599286], [1.068660, 0.141920, 3.608766], [0.813960, -0.447000, 4.979276], [-0.143300, 0.656350, 3.103116], [2.955370, 1.076810, 4.179106], [1.651120, 2.197760, 3.940996], [2.375430, 1.385030, 2.569846], [1.500630, -0.629130, 2.970806], [0.361980, -1.438550, 5.004766], [0.194330, 0.241590, 5.553726], [1.740550, -0.623190, 5.525616], [-0.052480, 1.114310, 2.264296], [-2.000670, 1.236440, -2.867964], [-1.685610, 0.037110, -1.995794], [-2.632760, -0.150690, -0.767584], [-2.785750, 1.006400, 0.027296], [-3.448360, 0.794330, 1.300886], [-1.706620, -1.149330, -2.830844], [-1.184120, 1.361220, -3.579134], [-1.962660, 2.129110, -2.243624], [-2.962360, 1.175170, -3.377384], [-0.703810, 0.164430, -1.539754], [-2.195450, -0.974590, -0.203624], [-3.626540, -0.381580, -1.151234], [-4.531200, 0.685590, 1.239786], [-3.194270, 1.639950, 1.940006], [-3.037600, -0.048020, 1.857496], [-1.195440, -1.960950, -2.514484], [-1.109580, -0.943400, -3.619034], [2.025030, 3.702760, -3.845964], [2.739450, 2.411760, -4.008334], [2.213870, 1.252180, -3.170494], [2.403830, 1.557140, -1.754934], [2.503570, 0.471510, -0.905194], [2.607520, 2.136920, -5.377254], [2.404330, 4.526480, -4.450714], [2.144040, 4.066510, -2.825364], [0.937050, 3.718800, -3.910314], [3.797210, 2.648290, -3.893054], [2.646120, 0.267210, -3.346824], [1.143920, 1.062560, -3.256234], [3.417640, -0.042040, -1.203244], [1.665820, -0.208070, -1.061484], [2.590470, 0.827010, 0.121536], [1.679980, 1.884720, -5.687374], [2.786250, 2.960430, -5.934014], [-2.288650, -4.999710, 3.644266], [-2.497310, -3.618370, 3.867686], [-3.211120, -5.348170, 3.179796], [-1.474190, -5.197130, 2.947296], [-2.154880, -5.520030, 4.592666], [-2.119620, -3.048080, 3.194106]],
  "atomic_forces_ev_per_a": [[0.0, -0.1, 0.1], [1.8, -1.0, -2.6], [0.2, -1.6, 1.6], [0.8, 3.7, -1.1], [-1.8, -2.7, 0.8], [-0.7, 1.9, 1.2], [1.5, 1.4, -0.1], [0.2, -0.6, 0.3], [-0.1, -0.2, 0.5], [-1.4, -0.7, -0.2], [0.0, -0.3, 0.0], [-0.3, -0.1, 0.1], [0.1, 0.2, -0.1], [-0.3, -0.4, -0.3], [-0.5, 0.1, -0.5], [0.0, 0.0, 0.1], [0.2, 0.4, -0.1], [0.5, 0.1, -0.1], [0.4, 0.4, 0.6], [-0.2, 0.2, 1.3], [-0.4, 0.2, -1.1], [0.3, 0.1, 0.9], [0.9, 0.2, -0.3], [0.2, -0.5, -0.9], [-0.1, -0.1, -0.3], [-0.3, 0.1, 0.0], [0.1, -0.1, 0.0], [0.4, 0.4, 0.0], [-0.3, -0.2, 0.3], [-0.1, -0.7, -0.1], [0.0, 0.0, -0.4], [-0.2, 0.3, -0.3], [0.0, -0.4, -0.3], [-0.2, -0.2, 1.1], [-0.3, 0.4, -0.7], [-0.8, 2.0, 3.0], [-0.5, 0.7, -0.2], [0.2, -0.1, 2.3], [-0.2, 1.8, -1.3], [0.4, -0.6, -0.8], [0.2, -1.9, -3.4], [0.2, -0.3, -0.3], [0.2, 0.2, 0.4], [-0.1, -0.6, -0.6], [0.2, -0.6, 0.8], [0.7, 0.2, -0.5], [-0.4, 0.4, -0.6], [0.3, -0.6, 0.4], [-0.2, -0.2, 0.5], [-0.2, -0.1, -0.1], [-0.3, -0.3, 0.4], [0.4, 0.1, 0.1], [-0.7, 0.4, -0.7], [0.1, 0.4, 0.9], [0.0, -0.6, 0.0], [0.2, 0.0, 0.2], [0.2, 0.1, 0.0], [0.1, -0.4, -0.1]]
}

---

{
  "formula": "C13H36AgO9V",
  "method": "ωB97M-V with the def2-TZVPD basis set",
  "orbital_gap_ev": [7.42, 7.36],
  "spin_multiplicity": 4,
  "charge": 1,
  "e_homo_ev": [-11.7, -11.7],
  "s_squared": 3.7581,
  "species": ["V", "Ag", "C", "O", "O", "O", "C", "C", "O", "H", "H", "H", "H", "H", "H", "C", "C", "O", "H", "H", "H", "H", "H", "H", "C", "C", "O", "H", "H", "H", "H", "H", "H", "C", "C", "O", "H", "H", "H", "H", "H", "H", "C", "C", "O", "H", "H", "H", "H", "H", "H", "C", "C", "O", "H", "H", "H", "H", "H", "H"],
  "coordinates": [[2.886784, -0.762800, 0.080807], [1.068472, 3.049960, -2.325801], [0.773895, 0.413126, -1.036658], [1.867008, 0.947350, -0.860508], [0.751765, -0.699993, -0.469427], [-0.131240, 1.026868, -1.592173], [-3.053451, -2.477606, -0.530440], [-2.303334, -2.060060, -1.783818], [-0.989888, -2.641155, -1.796296], [-3.953842, -1.865317, -0.480469], [-2.505411, -2.153228, 0.354163], [-3.178342, -3.556873, -0.442775], [-2.182515, -0.978304, -1.726216], [-2.838840, -2.312870, -2.698927], [-0.493963, -1.891802, -1.458467], [1.328435, -1.623843, 3.617666], [1.450312, -0.324553, 2.832761], [2.737791, -0.193614, 2.196492], [1.902015, -1.619431, 4.544539], [1.666099, -2.473448, 3.024150], [0.270842, -1.812789, 3.801808], [1.257495, 0.401436, 3.622615], [0.570910, -0.218221, 2.197581], [3.327503, 0.301093, 2.770164], [1.564072, 3.665747, 2.457564], [2.764409, 3.690714, 1.539118], [2.274687, 3.526307, 0.143725], [0.753195, 2.988191, 2.190189], [1.114995, 4.649196, 2.318765], [1.677102, 3.686678, 3.541483], [3.545388, 2.948185, 1.702892], [3.258190, 4.662432, 1.532217], [2.387040, 2.575675, 0.071083], [-3.194934, 2.890581, 1.461687], [-2.185817, 2.232015, 0.568885], [-2.571156, 1.097413, -0.072280], [-3.977562, 3.119682, 0.738431], [-2.914272, 3.842749, 1.911922], [-3.529605, 2.260217, 2.285542], [-1.279253, 2.040000, 1.142785], [-1.926086, 2.893202, -0.257839], [-1.746416, 0.796658, -0.460810], [1.144696, -3.686637, 0.172101], [2.552431, -4.164730, 0.575602], [3.168685, -2.963445, 0.847506], [0.491474, -4.535997, -0.027841], [1.005157, -3.155700, -0.769557], [0.627395, -3.132917, 0.955617], [3.117835, -4.591834, -0.252644], [2.588499, -4.797734, 1.462217], [3.773959, -3.089686, 1.581879], [-2.275708, 1.028321, -4.415226], [-1.370207, -0.215322, -4.678630], [-0.089908, 0.161509, -4.217086], [-2.540110, 1.164233, -3.366544], [-3.217722, 1.081876, -4.960990], [-1.752406, 1.980379, -4.503819], [-1.427119, -0.517236, -5.724425], [-1.828442, -0.975688, -4.046198], [-0.210984, 0.371037, -3.288090]],
  "atomic_forces_ev_per_a": [[-2.9, 0.1, -0.1], [-0.2, -0.7, 0.6], [-1.0, -0.2, 1.0], [6.9, 3.3, 0.1], [-0.7, -4.1, 1.1], [-2.0, 0.8, -1.3], [0.2, 0.6, 0.0], [0.1, -0.4, 0.7], [-0.5, 0.4, -0.3], [-0.5, -0.6, 0.0], [0.3, 0.0, 0.0], [-0.4, 0.1, -0.2], [-0.2, 0.2, -0.3], [0.0, -0.1, 0.0], [0.8, -0.2, 0.2], [0.2, -0.6, -0.7], [-1.4, -0.7, 2.0], [-0.3, 0.1, -0.8], [-0.1, 0.1, 0.0], [0.0, 0.0, -0.1], [0.0, 0.1, 0.3], [0.7, 0.8, -0.4], [0.8, 0.0, -1.0], [0.1, 0.1, 0.0], [-0.8, 1.3, 0.2], [-0.4, 0.4, -1.2], [0.8, -0.2, 1.3], [0.4, -0.4, -0.1], [-0.3, 0.1, -0.2], [0.7, -0.5, 0.0], [-0.1, -0.2, 0.2], [0.0, -0.1, 0.3], [-0.5, -0.4, -0.8], [-0.9, -0.1, -0.6], [1.8, 2.0, 0.6], [-1.3, -2.1, 0.0], [-0.8, 0.0, 0.6], [0.6, -0.1, -0.3], [-0.2, -0.2, -0.3], [0.5, 0.0, 0.2], [0.4, 1.0, 0.3], [-0.1, -0.4, -0.6], [-0.9, -2.0, -0.2], [-2.2, -0.3, -1.7], [2.4, 3.5, 1.2], [0.0, -0.3, 0.2], [0.9, 0.2, 0.1], [0.4, 0.1, 0.1], [-0.4, -0.6, 0.0], [-0.3, -0.1, -0.2], [0.3, 0.3, 0.1], [-0.2, 0.4, 0.2], [-1.8, 1.9, 1.0], [0.7, -0.7, -0.7], [-0.2, -0.9, 0.4], [0.1, -0.1, -0.2], [0.4, 0.0, -1.1], [0.7, 0.1, 0.1], [0.4, -0.5, -0.3], [0.0, 0.0, 0.3]]
}

---

{
  "formula": "C13H36AsCl2N2PtSi2",
  "method": "ωB97M-V with the def2-TZVPD basis set",
  "orbital_gap_ev": [5.81, 5.83],
  "spin_multiplicity": 1,
  "relative_energy_ev": 0.761,
  "charge": 3,
  "e_homo_ev": [-17.7, -17.7],
  "species": ["Pt", "C", "N", "C", "C", "C", "N", "C", "C", "H", "H", "H", "H", "H", "H", "H", "H", "H", "H", "H", "H", "H", "H", "H", "H", "Cl", "C", "Cl", "H", "H", "C", "Si", "C", "C", "As", "Si", "C", "C", "C", "H", "H", "H", "H", "H", "H", "H", "H", "H", "H", "H", "H", "H", "H", "H", "H", "H", "H"],
  "coordinates": [[0.834354, -0.651313, 0.639519], [-0.810096, 0.041439, 3.102046], [0.316099, -0.844862, 2.717665], [1.543589, -0.483751, 3.476064], [-0.010415, -2.286307, 2.873214], [-0.900780, -2.801572, 1.763854], [-0.249765, -2.633868, 0.454861], [0.759019, -3.691642, 0.193676], [-1.238310, -2.612691, -0.646938], [-1.072365, -0.141744, 4.147089], [-1.681074, -0.151292, 2.482360], [-0.510820, 1.079187, 2.995015], [1.368134, -0.634111, 4.545565], [1.791238, 0.560394, 3.308238], [2.375178, -1.113998, 3.173789], [-0.512724, -2.437220, 3.832481], [0.924860, -2.845180, 2.903515], [-1.850548, -2.267289, 1.751967], [-1.122005, -3.856723, 1.947337], [0.279395, -4.675283, 0.187758], [1.530199, -3.694126, 0.959876], [1.224348, -3.528451, -0.775370], [-1.789865, -3.556664, -0.683492], [-0.726904, -2.479405, -1.598005], [-1.944499, -1.799602, -0.492637], [3.380598, -1.564004, 0.720563], [5.069938, -1.626160, 0.026180], [5.748162, -0.038982, -0.176611], [5.004779, -2.129764, -0.929904], [5.656012, -2.182748, 0.747932], [-3.111054, 1.458359, -2.637135], [-3.242606, 2.390952, -1.068030], [-2.667769, 4.118035, -0.960502], [-4.239695, 1.680717, 0.286064], [-0.382879, 1.168171, -0.098679], [1.303334, 1.670281, -1.957470], [1.153258, 0.044734, -2.859925], [2.818401, 1.918644, -0.916964], [0.720898, 3.168116, -2.863264], [-4.023774, 1.632094, -3.223228], [-3.042017, 0.382905, -2.465598], [-2.270698, 1.785547, -3.249629], [-3.466962, 4.781594, -1.317400], [-1.792574, 4.305895, -1.583051], [-2.448615, 4.402393, 0.069954], [-5.288746, 1.974426, 0.148295], [-3.925264, 2.061644, 1.258433], [-4.208949, 0.590883, 0.291068], [1.330680, -0.803508, -2.188537], [1.896117, -0.007081, -3.662360], [0.170673, -0.077315, -3.321034], [2.924086, 1.139269, -0.160574], [2.786062, 2.884169, -0.407268], [3.719260, 1.903272, -1.538274], [-0.223549, 3.029889, -3.390172], [1.478130, 3.403196, -3.620721], [0.648496, 4.040469, -2.211585]],
  "atomic_forces_ev_per_a": [[-1.8, 0.4, 0.3], [-0.3, 0.0, 0.3], [0.4, 0.7, -1.4], [0.1, 0.0, 0.4], [-0.1, -0.3, 0.1], [-0.1, 0.1, 0.1], [0.9, 0.3, -0.6], [-0.2, -0.4, 0.1], [-0.1, -0.1, 0.0], [0.1, -0.1, 0.0], [0.0, -0.1, 0.0], [0.1, 0.0, 0.0], [-0.1, -0.1, 0.0], [-0.1, 0.0, -0.1], [0.0, 0.0, 0.0], [0.1, 0.1, 0.1], [0.0, 0.1, 0.0], [0.0, 0.0, 0.0], [0.0, 0.0, 0.0], [-0.1, 0.0, 0.0], [0.0, 0.0, 0.0], [0.0, 0.1, 0.0], [0.0, 0.0, 0.0], [0.0, 0.0, 0.0], [0.0, 0.0, 0.0], [0.0, -0.3, 0.3], [0.6, 0.2, -0.3], [-0.1, -0.1, 0.0], [-0.2, 0.0, 0.0], [-0.1, -0.1, 0.1], [0.1, 0.0, 0.0], [0.0, -0.1, 0.2], [0.1, 0.0, 0.1], [0.0, 0.0, 0.1], [0.5, -0.2, 0.3], [0.0, -0.5, 0.5], [0.2, 0.2, -0.2], [0.1, 0.0, -0.2], [-0.2, 0.0, 0.0], [0.0, 0.0, 0.0], [-0.1, 0.0, 0.0], [0.0, 0.0, 0.0], [0.0, 0.0, 0.0], [0.0, 0.0, -0.1], [-0.1, 0.0, 0.0], [0.0, 0.0, 0.0], [0.0, 0.0, 0.0], [0.0, 0.0, 0.0], [0.1, 0.0, 0.0], [0.0, -0.1, 0.0], [0.0, 0.0, 0.0], [0.1, 0.0, 0.0], [0.0, 0.0, 0.0], [0.0, 0.1, 0.0], [0.0, 0.0, 0.0], [0.0, 0.0, 0.0], [0.0, 0.0, 0.0]]
}

---

| no. | energy (Ha) |
| --- | --- |
| 1 | -3805.88199 |
| 2 | -2931.70972 |
| 3 | -2284.71839 |
| 4 | -4479.83186 |